Record 1
The following is a DFT calculation (ωB97M-V/def2-TZVPD) of a 19-piece molecular cluster, C39H56BCl54NO6P overall at a distorted geometry.

XYZ file:
```
158
Properties=species:S:1:pos:R:3:forces:R:3
C 2.382 4.678 1.393 -0.82 -0.70 -0.12
N 2.213 4.815 -0.047 0.64 0.74 0.23
C 3.396 4.274 -0.797 -0.33 0.07 0.16
B 2.912 2.913 -1.653 -0.69 2.34 1.06
P 2.055 3.592 -3.316 -1.11 -1.45 -1.98
O 0.660 4.450 -2.869 0.93 0.68 0.16
O 3.086 4.753 -4.043 -0.03 -0.07 0.94
O 1.748 2.405 -0.911 1.04 -0.98 0.74
C 2.209 1.204 -0.314 -0.25 -0.65 0.28
C 1.202 0.166 -0.860 0.50 -0.22 -0.42
C -0.230 0.436 -0.358 0.35 -0.63 0.36
C -0.351 0.764 1.135 -0.95 0.21 0.18
C -1.723 1.468 1.436 1.31 0.37 0.56
C -1.501 2.887 2.045 -0.69 0.43 -0.32
C -2.344 3.993 1.323 0.73 0.25 0.90
C -1.486 4.809 0.319 -0.17 -0.68 -0.84
C -2.242 5.155 -0.979 -0.36 0.22 -0.04
O -3.000 4.065 -1.496 0.08 0.00 -0.15
C -2.187 3.194 -2.274 -0.05 -0.56 0.38
C 3.720 1.004 -0.683 0.47 0.97 -1.34
O 4.671 1.624 0.215 -0.86 -0.22 1.21
C 4.210 -0.462 -0.774 -0.18 -0.03 0.29
C 3.722 -1.268 0.434 -0.16 0.14 -0.19
C 3.823 -0.819 1.755 0.39 0.54 0.17
C 3.332 -1.561 2.808 -0.06 0.05 0.22
C 2.699 -2.785 2.609 0.11 0.01 0.50
C 2.146 -3.518 3.814 -0.34 0.61 0.16
C 2.620 -3.245 1.311 -0.85 -0.37 0.40
C 3.118 -2.502 0.251 -0.70 0.21 -0.50
O 3.838 1.807 -1.842 0.16 -1.15 -0.67
H 3.382 4.967 1.773 -0.21 -0.03 -0.03
H 1.587 5.239 1.916 0.34 0.03 -0.12
H 2.187 3.619 1.645 0.35 0.26 0.09
H 2.159 5.810 -0.238 0.03 -0.68 0.15
H 3.703 5.102 -1.473 0.37 -0.26 0.23
H 4.181 4.087 -0.042 0.17 0.10 -0.49
H 0.706 5.358 -3.200 0.05 -0.09 0.18
H 3.941 4.618 -3.606 -0.09 0.34 -0.06
H 2.220 1.193 0.793 -0.38 0.41 -0.28
H 1.497 -0.882 -0.708 -0.17 0.30 0.30
H 1.193 0.317 -1.954 0.11 -0.09 0.25
H -0.803 -0.498 -0.516 0.00 0.34 -0.14
H -0.711 1.216 -0.956 0.27 -0.05 0.15
H 0.420 1.445 1.509 0.02 -0.22 -0.38
H -0.270 -0.153 1.744 0.09 0.16 -0.26
H -2.305 1.600 0.514 -0.02 -0.38 0.22
H -2.246 0.856 2.178 -0.37 0.15 -0.46
H -0.454 3.212 1.973 -0.13 -0.32 0.05
H -1.770 2.899 3.113 0.32 -0.24 -0.60
H -3.223 3.528 0.863 0.15 0.28 -0.04
H -2.676 4.687 2.113 -0.27 -0.12 -0.31
H -1.139 5.753 0.753 0.01 -0.27 0.03
H -0.587 4.229 0.049 -0.15 0.23 0.07
H -2.958 5.970 -0.790 -0.01 -0.37 0.01
H -1.577 5.508 -1.787 0.14 -0.05 0.43
H -2.049 3.556 -3.303 0.12 0.07 0.30
H -1.221 3.035 -1.775 -0.03 0.19 -0.43
H -2.678 2.211 -2.311 -0.05 0.34 -0.05
H 5.425 1.841 -0.347 -0.30 0.07 -0.12
H 3.933 -0.950 -1.718 -0.11 0.14 0.27
H 5.308 -0.447 -0.691 -0.20 0.10 -0.38
H 4.285 0.133 2.022 -0.17 -0.37 -0.57
H 3.426 -1.152 3.817 -0.03 -0.13 -0.20
H 1.442 -4.317 3.558 0.53 0.07 0.03
H 1.565 -2.788 4.404 0.12 -0.24 -0.11
H 2.945 -3.857 4.488 -0.19 -0.22 -0.31
H 2.119 -4.204 1.153 0.22 0.21 -0.23
H 2.998 -2.897 -0.756 0.00 0.24 0.40
C -5.129 -0.088 -2.732 0.14 -0.09 0.03
Cl -4.772 -0.028 -4.459 -0.03 0.04 0.01
Cl -6.292 -1.373 -2.374 0.13 0.26 -0.11
Cl -3.659 -0.327 -1.795 0.10 0.01 0.05
H -5.566 0.860 -2.441 0.01 -0.03 0.00
C -0.224 -6.915 4.072 0.06 0.11 -0.07
Cl 1.379 -7.648 4.180 0.11 0.07 0.06
Cl -0.562 -5.944 5.507 -0.02 -0.04 -0.02
Cl -0.349 -5.938 2.611 -0.20 -0.16 -0.03
H -0.960 -7.707 4.017 0.05 0.00 0.01
C -3.871 -3.575 0.066 -0.02 0.07 0.00
Cl -4.573 -2.785 1.477 -0.01 0.01 -0.03
Cl -2.166 -3.941 0.330 0.00 0.05 -0.01
Cl -4.774 -5.037 -0.350 0.00 0.03 -0.02
H -3.938 -2.886 -0.768 -0.02 -0.04 0.02
C -2.314 4.628 -6.821 0.16 -0.13 0.05
Cl -1.924 4.697 -8.545 -0.03 0.04 0.00
Cl -3.495 3.354 -6.500 -0.07 0.03 0.00
Cl -0.866 4.368 -5.856 0.00 0.06 0.05
H -2.749 5.577 -6.534 -0.02 -0.04 -0.03
C -10.408 -2.516 -1.702 -0.04 0.00 0.13
Cl -11.070 -1.619 -0.335 -0.51 -0.10 -0.51
Cl -8.718 -2.921 -1.404 -0.20 -0.26 0.04
Cl -11.354 -3.974 -2.020 0.00 0.05 -0.04
H -10.457 -1.883 -2.579 0.01 -0.03 0.02
C -3.513 2.075 5.747 -0.07 0.05 -0.21
Cl -5.266 1.899 5.900 0.01 -0.01 0.04
Cl -2.831 0.709 4.864 0.00 0.02 0.14
Cl -3.105 3.601 4.959 -0.24 0.05 0.40
H -3.087 2.084 6.740 -0.04 0.00 -0.02
C 1.544 -3.995 -3.425 -0.10 0.21 -0.03
Cl 0.540 -3.926 -1.971 -0.04 -0.03 -0.06
Cl 0.992 -2.831 -4.629 0.04 -0.02 0.08
Cl 3.239 -3.711 -3.012 0.05 -0.18 -0.34
H 1.462 -4.990 -3.848 -0.01 0.25 0.08
C -10.622 0.977 -4.210 0.09 0.07 0.10
Cl -11.317 1.868 -2.856 0.00 -0.02 -0.05
Cl -8.936 0.567 -3.889 -0.09 -0.08 -0.02
Cl -11.570 -0.478 -4.549 -0.01 0.02 -0.06
H -10.656 1.612 -5.087 -0.02 -0.04 0.02
C 3.092 8.162 -2.311 0.02 -0.03 -0.03
Cl 2.316 9.216 -3.498 0.01 -0.04 0.00
Cl 4.586 8.891 -1.712 -0.02 -0.03 -0.02
Cl 1.990 7.811 -0.979 -0.03 0.59 -0.24
H 3.340 7.223 -2.799 -0.06 0.00 0.01
C -0.904 9.218 0.578 -0.06 -0.02 -0.09
Cl -0.360 8.135 1.858 0.04 0.05 -0.03
Cl -1.648 8.321 -0.749 0.12 0.21 0.16
Cl -2.027 10.425 1.222 0.03 0.03 -0.01
H -0.037 9.738 0.187 -0.03 -0.02 0.01
C 7.292 1.167 3.307 -0.23 0.00 0.03
Cl 7.957 1.571 4.898 0.07 0.00 -0.02
Cl 7.279 -0.583 3.067 0.03 0.01 -0.02
Cl 5.677 1.833 3.112 0.27 0.21 0.20
H 7.933 1.607 2.553 0.00 -0.02 0.04
C 2.257 -11.352 3.765 -0.01 0.00 -0.03
Cl 2.818 -12.351 5.108 0.01 0.05 -0.01
Cl 2.621 -12.118 2.221 0.00 0.00 0.00
Cl 0.532 -11.018 3.908 -0.08 -0.13 0.00
H 2.784 -10.406 3.802 0.00 -0.04 0.01
C 6.579 -5.043 0.379 -0.10 0.27 -0.02
Cl 6.419 -6.268 1.650 0.05 0.05 -0.02
Cl 6.665 -5.813 -1.213 0.03 -0.01 0.03
Cl 5.235 -3.890 0.447 1.23 -0.91 -0.06
H 7.506 -4.507 0.543 0.00 -0.08 -0.01
C -1.070 0.466 8.621 0.04 -0.06 -0.14
Cl -2.819 0.306 8.819 0.02 0.01 0.04
Cl -0.421 -0.893 7.704 -0.01 0.04 0.05
Cl -0.665 1.998 7.838 0.04 -0.03 0.08
H -0.617 0.459 9.604 -0.03 0.01 -0.03
C 2.733 -7.215 -5.930 -0.09 0.11 -0.06
Cl 2.485 -7.124 -4.184 0.15 -0.34 -0.02
Cl 1.550 -8.296 -6.672 0.05 -0.02 0.01
Cl 2.647 -5.608 -6.649 0.03 -0.04 0.04
H 3.722 -7.618 -6.111 -0.03 0.00 0.03
C 6.190 -10.198 1.498 -0.08 -0.10 0.00
Cl 6.797 -11.466 2.567 0.01 0.03 -0.01
Cl 5.592 -10.888 -0.012 0.03 0.04 0.01
Cl 4.927 -9.261 2.298 -0.01 0.02 0.03
H 7.009 -9.528 1.265 -0.04 0.02 0.01
C 1.635 1.626 -6.516 0.10 0.02 0.16
Cl 1.986 1.720 -8.252 -0.04 0.02 -0.03
Cl 0.406 0.395 -6.200 -0.05 0.06 -0.02
Cl 3.089 1.308 -5.596 0.18 -0.28 -0.19
H 1.243 2.585 -6.194 0.02 -0.05 0.10
C -8.713 -0.561 3.066 0.20 0.01 -0.09
Cl -8.643 -1.199 1.423 0.42 0.15 0.52
Cl -7.579 -1.413 4.120 -0.04 0.01 0.02
Cl -8.387 1.175 3.078 -0.04 -0.02 0.02
H -9.714 -0.719 3.449 0.04 0.00 0.00
```
Forces are in eV/Å.

**Total energy**: -741304.260 eV
**Spin multiplicity**: 1
**HOMO**: -3.616 eV
**Total charge**: -1
**Gap between HOMO and LUMO**: 5.0398 eV

=====

Record 2
The following is a DFT calculation (ωB97M-V/def2-TZVPD) of one molecule with the formula C2H3N3O at a distorted geometry.

XYZ file:
```
9
Properties=species:S:1:pos:R:3:forces:R:3
N 1.473 -0.412 0.535 0.06 0.09 0.09
C 0.499 0.387 -0.025 -0.09 0.12 -0.01
C -0.721 -0.350 -0.385 0.11 -0.08 0.03
N -1.795 0.354 -0.607 -1.25 0.84 -0.24
N -2.724 0.978 -0.766 1.26 -0.79 0.15
O 0.646 1.581 -0.220 -0.06 -0.33 0.10
H 2.250 0.101 0.927 -0.07 -0.06 -0.08
H 1.177 -1.220 1.062 0.05 0.08 -0.14
H -0.805 -1.419 -0.522 -0.01 0.14 0.09
```
Forces are in eV/Å.

**Total energy**: -8639.274 eV
**Spin multiplicity**: 1
**HOMO**: -9.129 eV
**Gap between HOMO and LUMO**: 9.6412 eV

=====

Record 3
The following is a DFT calculation (ωB97M-V/def2-TZVPD) of C3HF2O2S as an isolated structure at a distorted geometry.

XYZ file:
```
9
Properties=species:S:1:pos:R:3:forces:R:3
C 0.191 -0.140 -0.193 1.62 1.59 0.33
C 0.989 0.760 0.025 -2.86 -1.18 -0.94
C 2.170 1.491 -0.107 2.68 0.99 0.33
O 4.802 0.335 0.297 -0.64 0.35 0.33
O 2.505 2.653 -0.115 -0.78 -1.58 -0.15
F 4.113 -1.638 -1.206 -0.15 0.46 -0.21
F 2.577 0.055 1.721 0.79 0.22 0.34
S 3.469 -0.190 0.119 -0.10 -0.41 -0.03
H -0.280 -1.053 -0.404 -0.56 -0.45 0.00
```
Forces are in eV/Å.

**Total energy**: -23489.481 eV
**Spin multiplicity**: 1
**HOMO**: -4.165 eV
**Total charge**: -1
**Gap between HOMO and LUMO**: 7.6805 eV

=====

Record 4
The following is a DFT calculation (ωB97M-V/def2-TZVPD) of a 2-piece molecular cluster, C4H11NSi2 overall at a distorted geometry.

XYZ file:
```
18
Properties=species:S:1:pos:R:3:forces:R:3
C 2.914 -0.706 -1.721 1.83 0.57 -0.80
C 1.752 -0.644 1.894 1.45 -0.46 -0.74
C 1.783 0.003 -1.652 0.25 0.13 0.76
C 0.817 0.068 1.300 -0.71 2.06 0.01
N -4.459 0.665 -0.642 2.21 1.59 1.81
Si -3.867 1.308 0.730 0.23 -1.81 -3.32
Si 0.369 -0.391 -0.454 -0.77 -1.05 -0.89
H 3.763 -0.519 -2.511 -1.75 -0.02 1.66
H 3.233 -1.396 -0.924 -0.60 -0.37 -0.76
H 2.050 -0.569 2.932 0.18 0.26 -0.07
H 2.409 -1.196 1.185 -0.66 -0.64 1.12
H 1.749 0.952 -2.167 -0.27 -0.16 -0.86
H 0.481 1.027 1.783 -0.46 -1.38 -0.12
H -5.344 0.548 -1.040 -1.38 -0.32 -0.23
H 0.202 -1.945 -0.557 0.16 1.28 0.28
H -4.442 1.161 1.993 -0.81 0.30 1.68
H -2.394 1.460 0.767 -0.25 0.26 0.08
H -1.016 0.174 -0.915 1.34 -0.23 0.39
```
Forces are in eV/Å.

**Total energy**: -21567.200 eV
**Spin multiplicity**: 1
**SMILES**: C=C[SiH2]C=C.N=[SiH2]
**HOMO**: -9.368 eV
**Gap between HOMO and LUMO**: 9.0440 eV

=====

Record 5
The following is a DFT calculation (ωB97M-V/def2-TZVPD) of one molecule with the formula C6H10O.

XYZ file:
```
17
Properties=species:S:1:pos:R:3:forces:R:3
C -2.076 -0.746 0.275 -0.09 0.14 0.05
C -1.007 0.158 -0.448 0.09 -0.34 -0.16
O -0.848 1.383 0.068 0.44 0.03 -0.29
C 1.479 1.582 -0.436 -0.33 -0.29 0.06
C 1.661 0.197 -0.292 -0.25 0.22 -0.34
C 1.058 -0.504 0.908 -0.07 -0.15 0.25
C 0.237 -0.679 -0.283 0.23 -0.06 -0.09
H -3.048 -0.259 0.186 0.07 0.00 0.05
H -1.837 -0.869 1.338 -0.01 0.13 -0.17
H -2.153 -1.746 -0.181 0.09 0.35 0.05
H -1.309 0.153 -1.518 0.15 0.00 0.10
H 1.994 2.079 -1.267 -0.54 -0.18 0.08
H 1.068 2.214 0.326 0.17 -0.02 0.26
H 2.428 -0.296 -0.889 -0.30 0.13 0.08
H 0.663 0.199 1.636 0.05 -0.12 -0.03
H 1.598 -1.358 1.297 0.02 0.05 0.01
H 0.267 -1.625 -0.823 0.28 0.12 0.10
```
Forces are in eV/Å.

**Total energy**: -8427.485 eV
**Spin multiplicity**: 1
**HOMO (alpha / beta)**: -8.359 / -8.340 eV
**Gap between HOMO and LUMO (alpha / beta)**: 7.7295 / 7.7040 eV